No. 1
{"formula": "C17H21FN6O7", "method": "ωB97M-V/def2-TZVPD", "symbols": ["N", "C", "O", "C", "C", "C", "C", "N", "C", "C", "F", "C", "C", "N", "O", "O", "C", "C", "C", "O", "N", "C", "C", "O", "C", "O", "N", "C", "C", "O", "N", "H", "H", "H", "H", "H", "H", "H", "H", "H", "H", "H", "H", "H", "H", "H", "H", "H", "H", "H", "H", "H"], "coordinates": [[-3.78259, -1.86585, -2.38198], [-3.86230, -0.71068, -1.69564], [-4.68521, 0.14761, -1.92096], [-2.85500, -0.57789, -0.54674], [-3.38055, -1.35711, 0.68098], [-2.52580, -2.56627, 1.06439], [-1.34828, -2.22749, 1.99055], [-0.36343, -1.33253, 1.43219], [0.75778, -1.64802, 0.76800], [1.02443, -2.93178, 0.23089], [0.07851, -3.90302, 0.31451], [2.19544, -3.26311, -0.39111], [3.18713, -2.29088, -0.51752], [4.43387, -2.62607, -1.12177], [4.58014, -3.76469, -1.52387], [5.27964, -1.75523, -1.19769], [2.95634, -0.99869, -0.06328], [1.76444, -0.65789, 0.54890], [1.53572, 0.74137, 1.00032], [0.76616, 1.03162, 1.92182], [2.25404, 1.67945, 0.36599], [2.11175, 3.10559, 0.59590], [3.33599, 3.80323, -0.01724], [3.50763, 3.42665, -1.35294], [0.81769, 3.52573, -0.12738], [0.81777, 4.02855, -1.23306], [-0.29454, 3.23923, 0.58237], [-1.52911, 2.95727, -0.11468], [-1.52669, 1.45959, -0.43976], [-0.50065, 0.88243, -0.74462], [-2.69941, 0.82785, -0.24383], [-3.06228, -2.54381, -2.21020], [-4.41970, -2.02218, -3.14624], [-1.87001, -0.94255, -0.85196], [-3.43445, -0.67007, 1.52725], [-4.39904, -1.69194, 0.47382], [-3.14787, -3.28191, 1.60436], [-2.15827, -3.06723, 0.16984], [-1.74159, -1.74683, 2.88983], [-0.87056, -3.16255, 2.29458], [-0.37809, -0.36717, 1.75237], [2.35459, -4.25959, -0.77256], [3.75731, -0.28365, -0.17633], [2.73934, 1.46487, -0.49596], [2.03459, 3.29711, 1.67037], [4.24236, 3.49861, 0.51247], [3.21206, 4.88980, 0.08296], [2.70873, 3.71132, -1.82904], [-0.14160, 2.67428, 1.41594], [-1.52768, 3.53255, -1.04503], [-2.38612, 3.23780, 0.49921], [-3.56262, 1.35417, -0.22842]], "nbo_charge": [-0.82, 0.67, -0.62, -0.16, -0.41, -0.40, -0.21, -0.61, 0.28, 0.30, -0.33, -0.20, -0.04, 0.53, -0.39, -0.39, -0.13, -0.21, 0.72, -0.70, -0.59, -0.17, -0.06, -0.73, 0.70, -0.64, -0.61, -0.32, 0.68, -0.65, -0.61, 0.40, 0.41, 0.25, 0.22, 0.22, 0.22, 0.20, 0.20, 0.21, 0.44, 0.26, 0.25, 0.43, 0.23, 0.19, 0.18, 0.50, 0.43, 0.26, 0.21, 0.42], "e_tot_ha": -1615.51787, "lumo_ev": -0.34, "smiles": "NC(=O)[C@@H]1CCCNc2c(F)cc([N+](=O)[O-])cc2C(=O)N[C@@H](CO)C(=O)NCC(=O)N1", "charge": 0, "gap_ev": 8.14, "multiplicity": 1}


No. 2
{"formula": "C17H21I2N2PtSSi", "method": "ωB97M-V/def2-TZVPD", "symbols": ["Pt", "I", "C", "I", "H", "H", "S", "C", "N", "C", "C", "C", "C", "C", "C", "H", "H", "H", "H", "H", "C", "Si", "C", "C", "N", "C", "C", "C", "C", "C", "C", "H", "H", "H", "H", "H", "H", "H", "H", "H", "H", "H", "H", "H", "H"], "coordinates": [[1.25456, -0.90788, -0.43109], [3.92996, -1.51698, -0.66099], [3.86546, -2.14078, 1.41301], [1.82676, -2.54508, 2.02531], [4.26726, -1.33218, 2.01901], [4.45786, -3.04288, 1.54011], [1.22766, 3.77392, -1.54169], [1.28476, 2.07372, -1.82229], [1.66726, 1.34552, -0.82519], [1.97106, 2.10192, 0.27611], [2.43576, 1.62562, 1.49941], [2.70186, 2.52322, 2.50641], [2.50246, 3.89202, 2.31241], [2.03656, 4.38692, 1.10891], [1.78406, 3.48442, 0.08371], [1.03826, 1.66462, -2.78519], [2.54636, 0.56072, 1.64921], [3.06896, 2.17342, 3.45791], [2.72016, 4.57722, 3.11681], [1.87586, 5.44372, 0.96591], [-0.72924, 0.77592, 1.96401], [-1.80634, -0.14138, 0.69571], [-2.83794, -1.43768, 1.64421], [-2.77704, 1.13502, -0.35129], [-0.77814, -0.99788, -0.46839], [-1.26114, -1.75408, -1.47099], [-0.37114, -2.41108, -2.35779], [-0.83134, -3.18368, -3.39629], [-2.19974, -3.32648, -3.61449], [-3.09384, -2.69488, -2.75969], [-2.64524, -1.93608, -1.70569], [-1.34614, 1.00562, 2.82661], [-0.33584, 1.71272, 1.58631], [0.09646, 0.16822, 2.32071], [-3.31884, -0.99178, 2.50731], [-2.19434, -2.23508, 2.00531], [-3.61384, -1.89458, 1.04041], [-3.22094, 1.89882, 0.27691], [-3.57644, 0.67782, -0.92469], [-2.11414, 1.62652, -1.05879], [0.70536, -2.29088, -2.19559], [-0.13384, -3.67238, -4.05499], [-2.56314, -3.91638, -4.43929], [-4.15654, -2.79428, -2.92189], [-3.35934, -1.46338, -1.05549]], "nbo_charge": [0.46, 0.30, -0.68, 0.24, 0.23, 0.24, 0.46, -0.09, -0.53, 0.16, -0.23, -0.20, -0.19, -0.19, -0.25, 0.24, 0.21, 0.23, 0.23, 0.23, -1.12, 1.74, -1.11, -1.10, -0.83, 0.10, -0.13, -0.23, -0.14, -0.20, -0.19, 0.25, 0.24, 0.24, 0.25, 0.24, 0.24, 0.25, 0.24, 0.24, 0.21, 0.23, 0.23, 0.23, 0.22], "e_tot_ha": -2172.07679, "lumo_ev": [-3.58, -4.84], "charge": 1, "gap_ev": [7.01, 6.55], "multiplicity": 3, "s2": 2.04, "e_above_lowest_kj_mol": 19.35}


No. 3
{"formula": "C17H21N3O2", "method": "ωB97M-V/def2-TZVPD", "symbols": ["C", "C", "O", "C", "O", "C", "C", "C", "C", "C", "C", "C", "C", "C", "N", "C", "C", "C", "N", "N", "C", "C", "H", "H", "H", "H", "H", "H", "H", "H", "H", "H", "H", "H", "H", "H", "H", "H", "H", "H", "H", "H", "H"], "coordinates": [[-4.37682, -0.90695, 1.59776], [-4.22751, 0.56351, 1.22285], [-2.87692, 0.98683, 1.13559], [-2.26069, 0.82025, -0.09080], [-2.09791, -0.57079, -0.36284], [-1.82457, -0.87970, -1.71204], [-1.85214, -2.39066, -1.88028], [-0.90497, 1.48661, -0.06199], [-0.36732, 2.05108, -1.20885], [0.94901, 2.47870, -1.22336], [1.74594, 2.34173, -0.09418], [3.18145, 2.64487, -0.16048], [4.13801, 1.72429, -0.02497], [3.90984, 0.29810, 0.18318], [4.98378, -0.43161, 0.47790], [4.78388, -1.72589, 0.69275], [3.53947, -2.31455, 0.64007], [2.46668, -1.46390, 0.31458], [1.19195, -1.90991, 0.19090], [2.67459, -0.17502, 0.07051], [1.17271, 1.86178, 1.08127], [-0.13449, 1.42448, 1.09375], [-3.90705, -1.53443, 0.84631], [-3.89451, -1.09309, 2.55358], [-5.43150, -1.15934, 1.67569], [-4.74017, 0.76724, 0.27214], [-4.66897, 1.19423, 2.00075], [-2.88723, 1.25188, -0.90507], [-0.84050, -0.48284, -2.00269], [-2.58534, -0.41141, -2.35785], [-1.08436, -2.84739, -1.26306], [-1.66963, -2.64533, -2.92034], [-2.82071, -2.78292, -1.58164], [-0.97177, 2.14210, -2.10104], [1.37425, 2.87940, -2.13215], [3.45343, 3.67472, -0.35831], [5.18245, 1.99803, -0.06710], [5.67051, -2.30250, 0.92732], [3.38843, -3.36385, 0.83596], [0.95032, -2.79797, 0.59533], [0.46742, -1.21078, 0.13805], [1.77638, 1.79640, 1.97412], [-0.57539, 1.01459, 1.98872]], "nbo_charge": [-0.64, -0.06, -0.53, 0.36, -0.57, -0.07, -0.62, 0.00, -0.24, -0.19, -0.04, -0.15, -0.22, 0.38, -0.49, 0.09, -0.36, 0.42, -0.79, -0.51, -0.17, -0.23, 0.22, 0.21, 0.21, 0.16, 0.19, 0.14, 0.18, 0.16, 0.21, 0.21, 0.21, 0.21, 0.21, 0.21, 0.23, 0.19, 0.22, 0.39, 0.41, 0.22, 0.23], "e_tot_ha": -975.13452, "lumo_ev": 0.54, "smiles": "CCOC(OCC)c1ccc(/C=C\\c2nccc(N)n2)cc1", "charge": 0, "gap_ev": 8.95, "multiplicity": 1, "e_above_lowest_kj_mol": 201.47}


Repeat the first record exactly.
{"formula": "C17H21FN6O7", "method": "ωB97M-V/def2-TZVPD", "symbols": ["N", "C", "O", "C", "C", "C", "C", "N", "C", "C", "F", "C", "C", "N", "O", "O", "C", "C", "C", "O", "N", "C", "C", "O", "C", "O", "N", "C", "C", "O", "N", "H", "H", "H", "H", "H", "H", "H", "H", "H", "H", "H", "H", "H", "H", "H", "H", "H", "H", "H", "H", "H"], "coordinates": [[-3.78259, -1.86585, -2.38198], [-3.86230, -0.71068, -1.69564], [-4.68521, 0.14761, -1.92096], [-2.85500, -0.57789, -0.54674], [-3.38055, -1.35711, 0.68098], [-2.52580, -2.56627, 1.06439], [-1.34828, -2.22749, 1.99055], [-0.36343, -1.33253, 1.43219], [0.75778, -1.64802, 0.76800], [1.02443, -2.93178, 0.23089], [0.07851, -3.90302, 0.31451], [2.19544, -3.26311, -0.39111], [3.18713, -2.29088, -0.51752], [4.43387, -2.62607, -1.12177], [4.58014, -3.76469, -1.52387], [5.27964, -1.75523, -1.19769], [2.95634, -0.99869, -0.06328], [1.76444, -0.65789, 0.54890], [1.53572, 0.74137, 1.00032], [0.76616, 1.03162, 1.92182], [2.25404, 1.67945, 0.36599], [2.11175, 3.10559, 0.59590], [3.33599, 3.80323, -0.01724], [3.50763, 3.42665, -1.35294], [0.81769, 3.52573, -0.12738], [0.81777, 4.02855, -1.23306], [-0.29454, 3.23923, 0.58237], [-1.52911, 2.95727, -0.11468], [-1.52669, 1.45959, -0.43976], [-0.50065, 0.88243, -0.74462], [-2.69941, 0.82785, -0.24383], [-3.06228, -2.54381, -2.21020], [-4.41970, -2.02218, -3.14624], [-1.87001, -0.94255, -0.85196], [-3.43445, -0.67007, 1.52725], [-4.39904, -1.69194, 0.47382], [-3.14787, -3.28191, 1.60436], [-2.15827, -3.06723, 0.16984], [-1.74159, -1.74683, 2.88983], [-0.87056, -3.16255, 2.29458], [-0.37809, -0.36717, 1.75237], [2.35459, -4.25959, -0.77256], [3.75731, -0.28365, -0.17633], [2.73934, 1.46487, -0.49596], [2.03459, 3.29711, 1.67037], [4.24236, 3.49861, 0.51247], [3.21206, 4.88980, 0.08296], [2.70873, 3.71132, -1.82904], [-0.14160, 2.67428, 1.41594], [-1.52768, 3.53255, -1.04503], [-2.38612, 3.23780, 0.49921], [-3.56262, 1.35417, -0.22842]], "nbo_charge": [-0.82, 0.67, -0.62, -0.16, -0.41, -0.40, -0.21, -0.61, 0.28, 0.30, -0.33, -0.20, -0.04, 0.53, -0.39, -0.39, -0.13, -0.21, 0.72, -0.70, -0.59, -0.17, -0.06, -0.73, 0.70, -0.64, -0.61, -0.32, 0.68, -0.65, -0.61, 0.40, 0.41, 0.25, 0.22, 0.22, 0.22, 0.20, 0.20, 0.21, 0.44, 0.26, 0.25, 0.43, 0.23, 0.19, 0.18, 0.50, 0.43, 0.26, 0.21, 0.42], "e_tot_ha": -1615.51787, "lumo_ev": -0.34, "smiles": "NC(=O)[C@@H]1CCCNc2c(F)cc([N+](=O)[O-])cc2C(=O)N[C@@H](CO)C(=O)NCC(=O)N1", "charge": 0, "gap_ev": 8.14, "multiplicity": 1}


Question: What is the multiplicity in the first record?
Answer: 1


Please write out number 2 again, unchanged.
{"formula": "C17H21I2N2PtSSi", "method": "ωB97M-V/def2-TZVPD", "symbols": ["Pt", "I", "C", "I", "H", "H", "S", "C", "N", "C", "C", "C", "C", "C", "C", "H", "H", "H", "H", "H", "C", "Si", "C", "C", "N", "C", "C", "C", "C", "C", "C", "H", "H", "H", "H", "H", "H", "H", "H", "H", "H", "H", "H", "H", "H"], "coordinates": [[1.25456, -0.90788, -0.43109], [3.92996, -1.51698, -0.66099], [3.86546, -2.14078, 1.41301], [1.82676, -2.54508, 2.02531], [4.26726, -1.33218, 2.01901], [4.45786, -3.04288, 1.54011], [1.22766, 3.77392, -1.54169], [1.28476, 2.07372, -1.82229], [1.66726, 1.34552, -0.82519], [1.97106, 2.10192, 0.27611], [2.43576, 1.62562, 1.49941], [2.70186, 2.52322, 2.50641], [2.50246, 3.89202, 2.31241], [2.03656, 4.38692, 1.10891], [1.78406, 3.48442, 0.08371], [1.03826, 1.66462, -2.78519], [2.54636, 0.56072, 1.64921], [3.06896, 2.17342, 3.45791], [2.72016, 4.57722, 3.11681], [1.87586, 5.44372, 0.96591], [-0.72924, 0.77592, 1.96401], [-1.80634, -0.14138, 0.69571], [-2.83794, -1.43768, 1.64421], [-2.77704, 1.13502, -0.35129], [-0.77814, -0.99788, -0.46839], [-1.26114, -1.75408, -1.47099], [-0.37114, -2.41108, -2.35779], [-0.83134, -3.18368, -3.39629], [-2.19974, -3.32648, -3.61449], [-3.09384, -2.69488, -2.75969], [-2.64524, -1.93608, -1.70569], [-1.34614, 1.00562, 2.82661], [-0.33584, 1.71272, 1.58631], [0.09646, 0.16822, 2.32071], [-3.31884, -0.99178, 2.50731], [-2.19434, -2.23508, 2.00531], [-3.61384, -1.89458, 1.04041], [-3.22094, 1.89882, 0.27691], [-3.57644, 0.67782, -0.92469], [-2.11414, 1.62652, -1.05879], [0.70536, -2.29088, -2.19559], [-0.13384, -3.67238, -4.05499], [-2.56314, -3.91638, -4.43929], [-4.15654, -2.79428, -2.92189], [-3.35934, -1.46338, -1.05549]], "nbo_charge": [0.46, 0.30, -0.68, 0.24, 0.23, 0.24, 0.46, -0.09, -0.53, 0.16, -0.23, -0.20, -0.19, -0.19, -0.25, 0.24, 0.21, 0.23, 0.23, 0.23, -1.12, 1.74, -1.11, -1.10, -0.83, 0.10, -0.13, -0.23, -0.14, -0.20, -0.19, 0.25, 0.24, 0.24, 0.25, 0.24, 0.24, 0.25, 0.24, 0.24, 0.21, 0.23, 0.23, 0.23, 0.22], "e_tot_ha": -2172.07679, "lumo_ev": [-3.58, -4.84], "charge": 1, "gap_ev": [7.01, 6.55], "multiplicity": 3, "s2": 2.04, "e_above_lowest_kj_mol": 19.35}